Here is a cluster of 3 separate species, C4H14O3 in total in a non-equilibrium geometry from OMol25. Energies are from the ωB97M-V functional and the def2-TZVPD basis.

Kohn-Sham gap ... 10.418 eV
Energy ... -386.43787 a.u.
SMILES ... CCCCO.O.O
Energy relative to the best compared isomer or geometry (same formula, charge and spin) ... 2.4193 eV
Molecular weight ... 110.15 g/mol
Highest occupied orbital energy ... -0.363 Eh

Last column: natural (NBO) charge in e.
Cartesian coordinates (Å):
C (-1.134, 0.420, 1.863)  -0.076
O (-0.129, -0.570, 2.150)  -0.743
C (-1.773, 0.185, 0.539)  -0.423
C (-0.713, -0.300, -0.462)  -0.429
C (-1.335, -0.697, -1.785)  -0.633
H (-1.710, 0.382, 2.778)  0.198
H (-0.522, 1.307, 1.838)  0.157
H (0.512, -0.651, 1.491)  0.473
H (-2.276, 1.181, 0.228)  0.215
H (-2.710, -0.583, 0.678)  0.204
H (-0.031, -1.171, -0.058)  0.214
H (0.105, 0.523, -0.469)  0.187
H (-2.456, -0.805, -1.791)  0.224
H (-0.899, -1.629, -2.353)  0.222
H (-1.133, 0.274, -2.375)  0.208
H (3.421, -0.569, 0.271)  0.481
H (2.893, 0.357, 1.349)  0.464
O (2.689, -0.285, 0.813)  -0.941
H (1.895, 0.395, -3.002)  0.474
H (0.710, 0.904, -2.034)  0.477
O (1.431, 1.160, -2.648)  -0.955